Here is the molecule C9H15NP2 at a distorted geometry from OMol25. Energies are from the ωB97M-V functional and the def2-TZVPD basis.

Structure (XYZ):
```
27
Properties=species:S:1:pos:R:3:nbo_charge:R:1
C 3.38637 0.48085 1.21998 -0.6000
C 2.57526 0.40538 -0.04128 -0.4279
C 1.43370 -0.64112 -0.14792 0.2303
C 1.59865 -1.98305 -0.45536 -0.2457
C 0.41196 -2.76395 -0.61551 -0.1406
C -0.81041 -2.10634 -0.54665 -0.2391
C -0.79587 -0.71391 -0.28577 -0.0896
P -2.24835 0.26952 0.09305 1.0176
C -1.87617 1.33802 -1.80764 -0.7908
C -1.74017 1.62026 1.23113 -0.9511
P -3.87655 -0.82828 0.70827 -0.4028
N 0.29262 -0.00141 -0.13615 -0.4757
H 3.95337 -0.32029 1.56082 0.2090
H 2.76777 0.94753 2.01024 0.2065
H 4.07060 1.33884 0.98298 0.2080
H 3.26242 0.28191 -0.85093 0.2059
H 1.93333 1.21745 -0.04330 0.2300
H 2.57397 -2.40212 -0.63246 0.2228
H 0.32971 -3.78229 -0.69057 0.2154
H -1.71855 -2.51849 -0.76326 0.2299
H -2.32296 0.63211 -2.50611 0.2184
H -2.39920 2.25856 -1.72518 0.2051
H -0.82297 1.46763 -1.78267 0.2158
H -0.80875 2.03118 0.93792 0.2512
H -2.56097 2.33859 1.27432 0.2450
H -1.79496 1.19372 2.20938 0.2443
H -4.81384 0.23967 0.80267 0.0081
```

As for the energy relative to the best compared isomer or geometry (same formula, charge and spin): 11.3 kcal/mol. The structure (SMILES) is CCc1cccc(P(C)(C)=P)n1. For the calculated total energy, the calculation gives -1089.296638 a.u. Its HOMO energy is -7.211 eV.

***

Here is C23H20FeN2O4P as an isolated structure from OMol25. Energies are from the ωB97M-V functional and the def2-TZVPD basis.

Structure (XYZ):
```
51
Properties=species:S:1:pos:R:3:lowdin_spin:R:1
Fe -0.17417 0.08904 0.07341 3.1652
N -2.43763 -0.07642 -0.29999 0.0454
C -2.65470 1.38112 -0.17570 0.0028
C -1.44932 2.14960 -0.73601 0.0073
O -1.32204 3.33665 -0.47086 0.0016
N -0.63962 1.34696 -1.48781 0.0418
C 0.54628 1.98796 -2.02247 0.0066
C 1.61076 0.93346 -2.24113 0.0040
O 2.27989 0.76580 -3.21684 0.0058
O 1.72010 0.08383 -1.14723 0.0745
H -3.12761 -0.60473 0.21828 0.0017
H -2.48170 -0.33778 -1.27794 0.0015
H -3.52877 1.78241 -0.69584 0.0006
H -2.75271 1.62614 0.88057 0.0000
H 0.38033 2.44089 -3.00224 0.0010
H 0.95254 2.76772 -1.36555 0.0004
O 0.17642 0.97053 1.83606 0.1358
C 0.17854 -0.27857 1.93691 0.0915
C 0.36400 -1.40836 2.72570 0.0395
C 0.44658 -1.47658 4.14343 0.1126
C 0.49558 -2.71209 4.74594 0.0028
C 0.48896 -3.90628 4.00540 0.1620
C 0.45372 -3.84923 2.61258 -0.0026
C 0.40032 -2.62634 1.97637 0.1262
P 0.46934 -2.27585 0.22105 0.0334
C -0.00804 -3.77171 -0.67776 0.0101
C 0.90389 -4.53557 -1.39888 0.0038
C 0.47994 -5.66570 -2.08815 0.0004
C -0.85318 -6.04265 -2.05206 0.0004
C -1.76884 -5.28734 -1.32824 0.0005
C -1.34979 -4.15404 -0.65191 0.0022
C 2.23524 -1.99935 -0.12097 0.2161
C 3.20863 -2.43796 0.72102 0.0131
C 4.56238 -2.07170 0.55677 0.3260
C 4.93034 -1.20221 -0.49311 0.0120
C 4.01366 -0.72930 -1.36960 0.2283
C 2.57054 -1.10787 -1.28764 0.0681
H 0.44426 -0.57309 4.73782 0.0067
H 0.53813 -2.76333 5.82720 -0.0040
H 0.52127 -4.86093 4.51169 0.0109
H 0.46988 -4.76053 2.02399 -0.0039
H 1.95084 -4.25759 -1.41955 0.0016
H 1.19522 -6.25305 -2.64938 0.0001
H -1.18162 -6.92441 -2.58713 0.0000
H -2.81037 -5.57991 -1.29648 0.0001
H -2.07200 -3.56851 -0.09315 0.0006
H 2.94025 -3.06148 1.56610 -0.0045
H 5.30634 -2.43321 1.25250 0.0186
H 5.96612 -0.90450 -0.59783 -0.0058
H 4.29902 -0.07407 -2.17914 0.0112
H 2.25718 -1.56846 -2.23387 0.0259
```

As for the energy relative to the best compared isomer or geometry (same formula, charge and spin): 27.0 kcal/mol. The expectation value of S² is 9.0120. As for the multiplicity: 6. For the calculated total energy, the calculation gives -2903.914104 a.u. Its HOMO energy (spin up / spin down) is -6.069 / -8.470 eV.

***

Here is C34H56N3OP2PdS as an isolated structure at a distorted geometry from OMol25. Energies are from the ωB97M-V functional and the def2-TZVPD basis.

Structure (XYZ):
```
98
Properties=species:S:1:pos:R:3:lowdin_spin:R:1
C 2.18308 -1.22954 -1.29706 0.0337
C 1.53706 0.82883 -2.29370 0.0221
C 3.10916 -1.49153 -2.31057 0.1407
C 2.28790 0.44506 -3.45553 0.1438
C 3.11211 -0.66482 -3.42840 -0.0027
H 3.76315 -2.34005 -2.21489 0.0071
H 2.23163 1.08357 -4.33741 0.0059
H 3.78366 -0.88820 -4.26056 -0.0026
N 1.43739 -0.13307 -1.29110 0.2522
P 0.48036 -2.29247 0.68503 0.1908
P 0.42325 2.52422 -0.44773 0.2328
C 2.11092 -2.19955 -0.11220 0.0247
H 2.41395 -3.20997 -0.42139 0.0041
H 2.84089 -1.87094 0.64855 -0.0005
C 1.00929 2.13659 -2.08893 0.4795
H 0.87753 2.76417 -2.98756 0.0170
C -1.38636 3.32227 -0.28642 0.0520
C 1.87481 3.72733 -0.17265 0.0499
C -0.51234 -3.48717 -0.47925 0.0353
C 0.88809 -3.16479 2.31914 0.0136
C -2.41157 2.41152 0.40783 0.0099
H -2.11968 2.15041 1.43328 0.0043
H -3.37122 2.95758 0.44881 0.0007
H -2.60303 1.47413 -0.13039 0.0004
C -1.31468 4.61180 0.52149 0.0061
H -0.96656 4.41709 1.53857 0.0005
H -0.69355 5.37992 0.06261 0.0000
H -2.32678 5.02307 0.60564 0.0023
C -1.88856 3.53658 -1.70759 0.0136
H -2.88256 4.01537 -1.67782 0.0026
H -1.24113 4.18725 -2.30718 0.0005
H -1.98885 2.57004 -2.22093 0.0026
C 1.88984 4.26632 1.26209 0.0070
H 1.89607 3.45605 2.00242 0.0010
H 2.80916 4.85834 1.38402 0.0019
H 1.04915 4.93609 1.48051 0.0001
C 3.24260 3.07311 -0.44249 0.0102
H 3.48585 2.24165 0.23318 0.0006
H 3.35419 2.73000 -1.48797 0.0045
H 3.98182 3.85035 -0.18271 -0.0001
C 1.70086 4.86273 -1.18764 0.0190
H 1.56711 4.46964 -2.20108 0.0023
H 0.85867 5.51118 -0.92733 0.0005
H 2.60409 5.48089 -1.15797 0.0034
C -0.39909 -3.73996 2.93199 0.0087
H -0.15980 -4.10669 3.94563 0.0010
H -1.19109 -2.97776 3.01073 0.0063
H -0.76989 -4.59516 2.35089 0.0003
C 1.47379 -2.11780 3.27710 0.0011
H 2.39401 -1.66326 2.89085 0.0013
H 0.73948 -1.32961 3.48268 0.0003
H 1.71270 -2.60813 4.23500 0.0001
C 1.91392 -4.29010 2.13819 0.0080
H 2.85275 -3.92442 1.70826 0.0002
H 2.13772 -4.70611 3.13087 0.0014
H 1.52839 -5.11365 1.52883 0.0000
C -0.18824 -3.08143 -1.92169 0.0013
H 0.76706 -3.48910 -2.27925 0.0010
H -0.96321 -3.47170 -2.58940 0.0002
H -0.14579 -1.99910 -2.05426 0.0000
C -2.02671 -3.35188 -0.17493 0.0015
H -2.30623 -2.38645 0.25301 0.0000
H -2.61687 -3.46643 -1.09854 0.0000
H -2.34771 -4.12210 0.53519 0.0000
C -0.11121 -4.96810 -0.30819 0.0128
H 0.95572 -5.17116 -0.46866 0.0003
H -0.41731 -5.40606 0.64901 0.0002
H -0.64534 -5.53157 -1.08601 0.0035
Pd 0.23368 0.23613 0.56158 1.1560
C 1.70185 0.64656 1.75600 0.0966
O 2.55791 0.98177 2.45874 0.0108
N -1.89791 -0.31115 -1.22888 0.0493
C -2.46632 -0.41903 -2.25426 0.0031
C -2.62987 -0.14910 -3.69614 0.0007
C -1.68811 0.97096 -4.19047 0.0030
C -2.20333 -1.40368 -4.41891 0.0001
C -4.07976 0.25456 -3.88116 -0.0002
H -1.93190 1.96329 -3.79311 0.0006
H -0.63596 0.77387 -3.91258 0.0023
H -1.82686 0.98269 -5.27978 0.0002
H -2.73154 -2.28888 -4.06805 0.0000
H -2.36507 -1.27295 -5.48893 0.0000
H -1.14126 -1.55612 -4.21639 0.0001
H -4.20671 0.71344 -4.85738 0.0000
H -4.71343 -0.63108 -3.76237 0.0000
H -4.36489 1.00895 -3.12907 0.0000
S -1.77030 -0.45303 2.40418 0.5740
C -1.18398 -0.08428 3.96818 0.0279
N -1.44099 -0.94003 5.03463 0.0480
C -0.77773 -0.82993 6.23164 0.0349
C 0.12752 0.19822 6.40729 0.0717
C 0.30320 1.15072 5.39660 -0.0042
C -0.38163 1.03293 4.20249 0.0769
H -2.08834 -1.72054 4.88000 0.0007
H -1.01195 -1.58318 6.98555 0.0008
H 0.67328 0.26540 7.34126 0.0028
H 0.96569 1.99740 5.55078 -0.0014
H -0.30917 1.75278 3.39449 0.0020
```

As for the energy relative to the best compared isomer or geometry (same formula, charge and spin): 0.0 kcal/mol. As for the net charge: +3. The expectation value of S² is 6.0691. As for the multiplicity: 5. For the calculated total energy, the calculation gives -2776.416713 a.u. Its HOMO energy (spin up / spin down) is -15.726 / -16.795 eV.

***

Here is C4H15N5 as an isolated structure at a distorted geometry from OMol25. Energies are from the ωB97M-V functional and the def2-TZVPD basis.

Structure (XYZ):
```
24
Properties=species:S:1:pos:R:3:nbo_charge:R:1
C -1.24299 -1.06765 0.18071 0.5130
C 1.70806 0.06659 -0.59278 -0.1268
C 0.02042 2.32400 -0.20779 -0.5371
C -1.11918 -2.49984 -0.24354 -0.6756
N 1.31041 -0.91461 0.12834 -0.2657
N 1.70037 -0.92992 1.44671 -0.6473
N -1.47656 -0.06575 -0.61251 -0.7688
N -1.30018 -0.82583 1.52474 -0.8270
N 0.58246 2.98490 -1.38022 -0.8478
H 1.77903 -0.01443 1.89333 0.3455
H 1.09122 -1.54043 1.97641 0.3534
H -0.65484 1.18213 -0.44973 0.2727
H -1.48415 -0.31909 -1.59365 0.3549
H -1.47217 0.13307 1.79063 0.4146
H -1.23378 -1.60537 2.15848 0.3927
H -0.06443 2.92086 -2.16159 0.3445
H 1.44012 2.52474 -1.67007 0.3348
H 1.43971 0.05851 -1.63738 0.1850
H 2.39922 0.82635 -0.23112 0.1576
H 0.71006 2.45591 0.62850 0.1699
H -0.86796 2.88928 0.09348 0.1745
H -0.72723 -2.56348 -1.25493 0.2365
H -0.44072 -3.03437 0.41761 0.2187
H -2.09689 -2.98556 -0.20362 0.2280
```

As for the energy relative to the best compared isomer or geometry (same formula, charge and spin): 65.7 kcal/mol. For the calculated total energy, the calculation gives -435.063768 a.u. Its HOMO energy is -7.161 eV.

***

Here is a 4-piece molecular cluster, C28H67ClO9PS3 overall at a distorted geometry from OMol25. Energies are from the ωB97M-V functional and the def2-TZVPD basis.

Structure (XYZ):
```
109
Properties=species:S:1:pos:R:3:mulliken_charge:R:1
C 1.01449 -6.22623 0.77327 -0.8977
C 1.56056 -4.68066 0.85683 0.0623
C 1.89591 -4.00149 -0.61098 -0.3248
C 2.58042 -2.48728 -0.43516 0.1250
C 1.99544 -1.41510 -1.55978 -0.1569
C 3.12713 -0.38716 -2.15189 -0.7684
C 3.56198 0.82239 -1.11607 -0.3337
C 2.94871 2.29575 -1.51437 -0.6992
C 1.42172 2.57194 -0.97558 -0.0937
C 1.21170 4.18952 -0.61895 -0.6133
C 0.10788 4.46157 0.56192 -0.5248
C -1.36926 4.94311 0.04126 -0.0470
C -2.49935 4.06818 0.87904 -0.7040
C -3.31386 3.10467 -0.18658 -0.6941
C -2.35062 1.89932 -0.77915 0.2010
C -3.14606 0.43225 -0.85993 -1.2075
P -1.96416 -0.74709 -1.86202 1.1721
C -3.30329 -2.12839 -1.97232 -0.9176
C -2.60567 -3.61299 -2.23464 0.1340
C -3.69844 -4.74886 -2.74744 -0.8633
Cl -1.84933 -4.19748 -0.61322 -0.1759
H 1.82134 -6.97973 0.32567 0.2816
H 0.83979 -6.58051 1.89126 0.2770
H 0.00489 -6.34761 0.17646 0.1583
H 0.79193 -3.98826 1.41157 0.2655
H 2.56883 -4.62693 1.48068 -0.1215
H 2.73195 -4.68412 -1.09884 0.2058
H 0.95439 -3.98494 -1.32971 0.0645
H 3.74104 -2.59463 -0.60342 -0.1109
H 2.39314 -2.10021 0.66311 0.2434
H 1.03484 -0.84636 -1.15913 -0.3296
H 1.65176 -2.09392 -2.47967 0.2993
H 4.09352 -0.98034 -2.45359 0.3543
H 2.68816 0.10061 -3.14519 0.3218
H 3.38482 0.54746 0.02745 0.1764
H 4.74724 0.91891 -1.22080 0.1956
H 3.66028 3.10311 -1.03592 0.3328
H 3.03129 2.40393 -2.68291 0.2269
H 0.68583 2.37081 -1.89320 0.0294
H 1.06844 1.86209 -0.11447 0.2119
H 0.96750 4.77678 -1.60433 0.2686
H 2.26349 4.54320 -0.17924 0.2793
H 0.52553 5.34610 1.24406 0.1686
H 0.09127 3.48759 1.24018 0.3128
H -1.56699 6.07961 0.34789 -0.1301
H -1.53669 4.88639 -1.11544 0.3493
H -2.02590 3.43126 1.76635 0.2991
H -3.26814 4.82253 1.34456 0.3368
H -3.61911 3.78263 -1.11405 0.2119
H -4.26190 2.70842 0.38437 0.3056
H -1.33802 1.81220 -0.17423 -0.0886
H -2.03802 2.13570 -1.89563 0.2613
H -4.19108 0.58103 -1.40933 0.2347
H -3.27639 -0.06038 0.20052 0.3163
H -1.56245 -1.34321 -0.58243 -0.3228
H -1.01136 -1.55899 -2.60360 -0.2026
H -2.45768 -0.09230 -3.05255 -0.0742
H -0.92731 0.26002 -1.76213 -0.6346
H -3.94282 -2.23560 -0.98593 0.1166
H -3.98636 -1.90078 -2.90332 0.3452
H -1.75717 -3.57953 -3.05648 0.3202
H -3.12815 -5.79130 -2.79759 0.2786
H -4.58427 -4.89276 -1.98336 0.0646
H -4.10794 -4.51892 -3.83099 0.3436
O -5.47784 -6.00298 -0.09865 -0.5928
S -5.20245 -6.65038 1.16501 1.1402
O -4.86691 -8.05682 1.25173 -0.6306
O -6.42479 -6.34005 2.19813 -0.2856
C -7.74801 -6.67749 1.80672 -0.3288
C -7.98795 -8.17399 1.88631 -0.9682
C -3.94499 -5.72887 2.01385 -0.7646
H -7.96464 -6.29404 0.80393 0.2996
H -8.42792 -6.17044 2.49994 0.2729
H -7.38168 -8.71031 1.15124 0.2909
H -9.03806 -8.40987 1.69138 0.3855
H -7.71308 -8.55770 2.87404 0.2526
H -4.20497 -4.66962 1.99337 0.3431
H -2.99927 -5.89368 1.49263 0.1588
H -3.87065 -6.09359 3.04022 0.3659
O -0.03932 8.38163 -0.47017 -0.5940
S -0.48338 9.40156 0.45414 1.1860
O -1.86799 9.82010 0.53072 -0.6250
O 0.45322 10.72395 0.27578 -0.2651
C 0.56188 11.31128 -1.01310 -0.3128
C -0.69225 12.08265 -1.38129 -0.9866
C 0.05168 8.96007 2.08806 -0.9427
H 0.79526 10.55119 -1.76633 0.3086
H 1.40957 12.00432 -0.98059 0.2720
H -1.54731 11.41167 -1.50036 0.3009
H -0.55451 12.62105 -2.32338 0.3843
H -0.95041 12.79911 -0.59489 0.2538
H 1.10592 8.68172 2.05430 0.3112
H -0.55047 8.11127 2.42000 0.3552
H -0.10728 9.81009 2.75453 0.3564
O 5.57961 -1.87669 0.75429 -0.4979
S 6.22877 -1.94506 2.04491 1.0931
O 6.81968 -0.78036 2.67139 -0.6264
O 7.33448 -3.14279 2.02036 -0.3040
C 8.34159 -3.11789 1.01882 -0.2805
C 9.40016 -2.07259 1.31916 -0.9922
C 5.11028 -2.68904 3.20525 -0.8966
H 7.89938 -2.96130 0.02913 0.2712
H 8.81094 -4.10762 1.00963 0.2804
H 8.98522 -1.06271 1.26004 0.2959
H 10.22518 -2.13874 0.60408 0.3876
H 9.79439 -2.20146 2.33226 0.2614
H 4.68758 -3.59231 2.76315 0.2077
H 4.31757 -1.96774 3.41631 0.3809
H 5.65437 -2.92051 4.12306 0.3633
```

As for the net charge: -1. For the calculated total energy, the calculation gives -3779.878766 a.u. Its HOMO energy is -3.522 eV.

***

Here is C6H7NO as an isolated structure at a distorted geometry from OMol25. Energies are from the ωB97M-V functional and the def2-TZVPD basis.

Structure (XYZ):
```
15
Properties=species:S:1:pos:R:3:nbo_charge:R:1
C -1.21601 0.57716 0.03207 -0.1795
C 0.64496 0.93437 -0.48543 0.4071
C -0.89083 -0.72171 -0.34069 0.4958
C -2.35022 1.26965 0.45597 -0.2665
C 0.63910 -0.56695 -0.67172 -0.4029
C 1.43811 -1.33458 0.44680 -0.5982
N 1.37634 1.90052 -0.25151 -0.6442
O -1.56863 -1.73849 -0.28634 -0.5136
H -3.26663 0.74081 0.62431 0.2051
H -2.50326 2.31502 0.40365 0.2121
H 0.80387 -0.80142 -1.70329 0.2378
H 0.73934 -1.07343 1.26259 0.2164
H 2.40721 -0.95767 0.70842 0.2209
H 1.32648 -2.34527 0.01062 0.2397
H 2.42016 1.80200 -0.20546 0.3700
```

As for the energy relative to the best compared isomer or geometry (same formula, charge and spin): 93.0 kcal/mol. For the calculated total energy, the calculation gives -362.665268 a.u. Its HOMO energy is -8.857 eV.